# 1
The following is a DFT calculation (ωB97M-V/def2-TZVPD) of a structure of composition C33H25Cl3N2OS5Ti.

Its charge is +1. Its multiplicity is 2. The HOMO energy (spin up / spin down) comes out at -9.405 / -9.432 eV. The energy above the lowest of the compared OMol25 structures with the same formula, charge and spin comes out at 0.0000 eV. As for the frontier orbital gap (spin up / spin down): 6.7987 / 6.8448 eV.

The geometry in XYZ format:
```
70
Properties=species:S:1:pos:R:3:forces:R:3
Ti -0.335 -0.025 -0.203 -0.30 -0.01 -0.46
S 0.753 -0.910 -2.301 -0.15 0.33 0.17
C -0.246 -2.306 -2.627 -0.04 -0.07 0.10
C -0.552 -2.707 -3.928 -0.01 -0.01 -0.01
C -1.322 -3.834 -4.159 0.01 0.02 -0.03
C -1.807 -4.601 -3.106 -0.02 -0.03 0.01
C -1.505 -4.234 -1.806 -0.02 -0.05 -0.02
C -0.732 -3.103 -1.580 0.00 0.04 0.02
S -0.378 -2.626 0.093 -0.19 0.08 0.06
C 1.421 -2.844 0.196 0.12 -0.10 -0.14
C 2.154 -1.684 0.796 0.16 0.23 0.30
C 3.207 -1.917 1.673 0.08 0.09 -0.03
C 3.944 -0.847 2.151 -0.04 0.03 -0.03
C 3.637 0.434 1.715 0.01 -0.15 -0.05
C 2.574 0.599 0.844 0.15 -0.13 0.11
C 2.254 1.930 0.241 0.14 0.12 -0.07
S 0.493 2.334 0.452 0.03 -0.10 -0.16
C 0.205 3.343 -0.980 -0.05 -0.06 -0.04
C 0.875 4.550 -1.134 0.04 -0.01 0.03
C 0.638 5.325 -2.256 -0.02 -0.01 -0.02
C -0.288 4.890 -3.199 0.02 0.03 0.00
C -0.974 3.702 -3.025 0.01 0.02 -0.02
C -0.742 2.900 -1.905 0.03 -0.02 0.02
S -1.685 1.438 -1.662 0.19 -0.11 0.56
N 1.820 -0.434 0.440 -0.28 -0.02 0.22
H -0.189 -2.113 -4.757 0.00 0.01 0.01
H -1.553 -4.115 -5.179 0.00 0.00 0.01
H -2.412 -5.477 -3.298 0.01 0.01 0.01
H -1.862 -4.820 -0.969 0.00 0.01 0.00
H 1.767 -2.951 -0.835 -0.02 -0.03 0.01
H 1.643 -3.754 0.750 -0.02 -0.01 0.00
H 3.443 -2.929 1.973 -0.01 0.00 -0.02
H 4.759 -1.009 2.845 -0.01 0.00 0.00
H 4.211 1.290 2.043 -0.01 0.01 -0.02
H 2.436 1.881 -0.834 0.00 0.01 -0.01
H 2.881 2.712 0.661 -0.03 0.00 0.04
H 1.577 4.879 -0.377 -0.01 0.01 -0.02
H 1.163 6.261 -2.391 0.00 0.00 0.00
H -0.483 5.490 -4.078 0.01 0.00 0.01
H -1.697 3.379 -3.762 0.00 -0.02 0.02
Cl -5.138 0.999 2.310 0.09 -0.06 -0.10
C -5.043 -0.300 1.110 -0.52 -0.02 0.17
Cl -5.478 -1.850 1.859 0.06 0.09 -0.08
Cl -6.100 0.042 -0.263 0.14 -0.02 0.08
C -3.669 -0.397 0.637 -0.22 -0.02 0.07
N -2.594 -0.456 0.269 0.74 -0.12 -0.28
O -0.442 -0.019 2.046 -0.23 0.21 -0.53
S -0.200 -1.137 3.037 0.28 0.00 0.24
C 0.873 -0.381 4.256 -0.10 -0.08 -0.07
C 1.104 0.985 4.220 -0.06 -0.04 -0.09
C 1.987 1.536 5.139 0.01 0.04 0.02
C 2.626 0.726 6.067 0.00 0.02 0.00
C 2.387 -0.642 6.086 0.00 -0.03 0.02
C 1.508 -1.204 5.175 -0.01 -0.09 -0.01
C -1.690 -1.374 3.970 0.05 -0.08 0.03
C -2.246 -2.643 3.903 0.00 0.02 -0.03
C -3.392 -2.916 4.637 -0.02 0.00 0.01
C -3.963 -1.920 5.414 -0.01 0.00 0.01
C -3.404 -0.646 5.462 -0.01 -0.01 -0.03
C -2.256 -0.367 4.742 0.03 0.11 -0.06
H 0.604 1.594 3.476 0.02 0.01 0.02
H 2.175 2.601 5.130 -0.01 -0.01 -0.01
H 3.313 1.163 6.780 0.00 -0.01 -0.01
H 2.886 -1.273 6.810 -0.01 0.01 -0.01
H 1.320 -2.272 5.178 0.00 0.02 0.00
H -1.788 -3.404 3.281 0.00 -0.01 0.02
H -3.835 -3.902 4.601 0.00 0.01 0.01
H -4.853 -2.132 5.992 0.00 0.00 -0.01
H -3.863 0.123 6.069 0.02 0.01 0.00
H -1.799 0.616 4.775 -0.02 -0.03 0.03
```
Positions in Å, forces in eV/Å.

***

# 2
The following is a DFT calculation (ωB97M-V/def2-TZVPD) of a structure of composition C33H25CrN6O3S2.

Its charge is -1. Its multiplicity is 5. The HOMO energy (spin up / spin down) comes out at -2.095 / -4.912 eV. As for the frontier orbital gap (spin up / spin down): 4.3025 / 7.1192 eV.

The geometry in XYZ format:
```
70
Properties=species:S:1:pos:R:3:forces:R:3
Cr 0.478 -0.220 -0.200 0.09 -0.17 0.13
O -1.067 -1.378 -0.134 -0.25 -0.05 -0.22
C -2.342 -1.206 0.011 0.12 -0.05 0.11
C -3.208 -2.317 -0.146 0.01 -0.01 0.00
C -4.567 -2.195 -0.009 -0.04 0.03 0.01
C -5.152 -0.960 0.304 0.01 -0.08 -0.02
C -4.332 0.131 0.465 -0.02 0.05 0.01
C -2.942 0.038 0.319 0.08 0.14 -0.05
C -2.103 1.216 0.492 -0.06 -0.13 0.12
N -0.779 1.258 0.580 0.12 0.17 -0.14
C -0.423 2.583 0.784 0.02 -0.13 0.11
C -1.538 3.343 0.817 -0.06 -0.05 0.00
N -2.590 2.468 0.626 -0.15 0.21 0.05
H -2.743 -3.265 -0.384 -0.01 0.01 0.00
H -5.196 -3.068 -0.142 0.01 0.00 0.01
H -6.222 -0.866 0.428 0.00 -0.01 -0.01
H -4.786 1.081 0.730 0.00 -0.02 0.00
H 0.606 2.871 0.904 0.00 -0.02 -0.02
H -1.682 4.400 0.950 -0.01 -0.01 0.01
H -3.561 2.715 0.566 0.03 0.00 0.01
C 2.115 -2.212 3.291 0.01 0.01 -0.01
C 3.006 -3.094 2.692 0.00 0.00 -0.07
C 3.142 -3.115 1.310 0.04 -0.04 0.05
C 2.402 -2.236 0.521 -0.04 0.06 -0.12
C 1.498 -1.346 1.123 -0.01 0.11 0.06
C 1.356 -1.352 2.503 0.02 0.02 -0.04
C 2.481 -2.158 -0.944 -0.18 0.10 0.06
C 3.475 -2.667 -1.745 0.09 -0.05 -0.08
C 3.453 -2.451 -3.124 -0.03 0.02 -0.02
C 2.361 -1.750 -3.712 0.06 -0.01 0.08
C 2.243 -1.478 -5.083 -0.01 0.00 -0.02
C 1.131 -0.825 -5.603 -0.01 -0.01 0.03
C 0.091 -0.454 -4.762 0.03 -0.02 0.02
C 0.181 -0.707 -3.393 -0.01 0.05 -0.01
C 1.323 -1.299 -2.842 0.07 -0.11 0.07
N 1.434 -1.447 -1.485 -0.01 -0.01 -0.10
H 2.022 -2.185 4.371 -0.01 -0.01 -0.02
H 3.593 -3.771 3.302 0.00 0.00 0.00
H 3.821 -3.822 0.845 0.00 0.01 0.02
H 0.667 -0.664 2.982 0.02 0.01 -0.01
H 4.291 -3.217 -1.291 0.00 0.02 -0.01
H 4.251 -2.817 -3.757 0.00 0.01 0.00
H 3.049 -1.787 -5.741 -0.01 -0.01 0.01
H 1.069 -0.623 -6.666 0.00 -0.01 0.01
H -0.796 0.019 -5.167 0.00 0.00 0.01
H -0.650 -0.464 -2.736 0.00 0.00 0.00
N 8.840 -1.329 -0.740 0.04 0.00 0.11
C 7.809 -0.595 -0.141 0.02 0.02 -0.06
C 7.918 0.786 0.007 0.02 0.00 -0.01
C 6.910 1.505 0.633 -0.07 -0.08 -0.03
C 5.791 0.845 1.115 0.20 -0.02 0.07
C 5.674 -0.533 0.975 -0.04 0.07 0.00
C 6.677 -1.247 0.349 -0.02 -0.05 0.00
S 4.514 1.730 1.960 0.08 -0.12 -0.04
O 4.814 3.137 1.788 0.01 0.05 0.04
O 4.443 1.209 3.298 -0.01 0.10 0.06
N 3.181 1.291 1.210 -0.29 -0.06 -0.02
C 2.938 1.666 -0.030 -0.13 0.22 -0.12
S 3.940 2.727 -1.023 0.00 0.06 0.09
C 2.773 2.667 -2.297 0.12 0.03 0.03
C 1.739 1.899 -1.931 -0.13 -0.21 0.03
N 1.818 1.308 -0.682 0.34 0.03 -0.09
H 9.425 -0.800 -1.366 -0.03 0.00 -0.04
H 8.554 -2.209 -1.138 -0.02 0.02 -0.04
H 8.794 1.297 -0.378 -0.01 0.00 0.01
H 6.971 2.580 0.739 0.02 -0.01 0.01
H 4.786 -1.032 1.346 0.04 -0.02 0.00
H 6.586 -2.321 0.231 -0.02 0.01 0.01
H 2.919 3.191 -3.227 -0.04 -0.02 0.01
H 0.874 1.702 -2.547 0.01 -0.05 -0.02
```
Positions in Å, forces in eV/Å.

***

# 3
The following is a DFT calculation (ωB97M-V/def2-TZVPD) of an isolated molecule of C33H25F3O3S at a distorted geometry.

The HOMO energy comes out at -8.778 eV. The energy above the lowest of the compared OMol25 structures with the same formula, charge and spin comes out at 0.0000 eV. Its SMILES is O=S(=O)(c1ccccc1)[C@@H](c1ccc(C(F)(F)F)cc1)[C@H](c1ccccc1)c1ccc(Oc2ccccc2)cc1. As for the frontier orbital gap: 9.1199 eV.

The geometry in XYZ format:
```
65
Properties=species:S:1:pos:R:3:forces:R:3
O -3.879 -3.285 2.636 0.01 -0.37 0.26
S -3.261 -3.983 3.743 0.14 0.17 0.49
O -3.973 -5.062 4.399 0.30 0.18 -0.46
C -3.014 -2.811 5.100 0.17 0.22 -0.23
C -3.432 -3.157 6.383 0.12 -0.01 0.06
C -3.385 -2.196 7.395 0.05 0.11 -0.22
C -2.929 -0.902 7.117 0.05 -0.12 -0.18
C -2.477 -0.576 5.833 -0.09 -0.23 0.01
C -2.531 -1.535 4.822 0.11 0.01 -0.02
C -1.472 -4.652 3.154 -2.33 -0.71 3.42
C -1.707 -6.153 3.290 0.09 -0.39 0.17
C -0.885 -6.955 4.096 -0.19 0.55 -0.28
C -0.998 -8.340 4.084 0.10 0.13 0.04
C -1.973 -8.933 3.299 -0.27 -0.33 0.20
C -2.040 -10.423 3.130 -0.04 -0.95 -0.10
F -3.297 -10.939 3.315 1.03 0.53 -0.21
F -1.217 -11.092 3.986 -0.55 0.47 -0.68
F -1.664 -10.766 1.852 -0.31 0.11 1.06
C -2.919 -8.158 2.644 -0.03 0.59 0.02
C -2.788 -6.777 2.642 0.38 0.06 -0.24
C -1.013 -4.068 1.900 -0.02 1.21 -3.04
C 0.213 -4.774 1.234 -0.37 0.00 -0.26
C 0.388 -6.168 1.235 0.17 0.13 0.31
C 1.571 -6.740 0.764 -0.27 0.16 -0.34
C 2.490 -5.969 0.062 0.24 0.41 0.35
C 2.238 -4.605 -0.106 -0.39 -0.34 0.00
C 1.093 -4.028 0.450 0.50 0.16 0.10
C -0.904 -2.512 1.932 0.53 -0.25 -0.05
C -1.941 -1.741 1.390 0.23 -0.24 -0.70
C -1.867 -0.363 1.293 0.24 -0.04 0.28
C -0.738 0.293 1.793 -0.02 -0.06 0.96
O -0.892 1.658 1.954 0.55 0.34 -0.12
C -0.070 2.374 2.839 -0.26 -0.05 -0.34
C 1.257 2.657 2.512 -0.21 -0.20 0.33
C 2.056 3.297 3.456 -0.16 0.20 0.36
C 1.511 3.726 4.676 -0.11 -0.08 -0.18
C 0.140 3.553 4.924 0.44 0.06 -0.05
C -0.659 2.882 4.002 0.34 -0.33 -0.17
C 0.372 -0.443 2.247 -0.43 -0.28 -0.12
C 0.260 -1.845 2.339 -0.11 0.26 -0.19
H -3.790 -4.165 6.574 0.01 0.23 -0.04
H -3.720 -2.463 8.398 0.09 0.12 -0.28
H -2.925 -0.143 7.901 0.04 -0.25 -0.19
H -2.090 0.419 5.599 -0.16 -0.31 0.17
H -2.200 -1.316 3.809 -0.11 0.17 0.27
H -0.960 -4.247 4.037 0.53 -0.38 -0.26
H -0.118 -6.480 4.702 0.00 -0.08 -0.11
H -0.329 -8.948 4.684 -0.05 0.06 -0.15
H -3.785 -8.597 2.165 0.18 -0.16 -0.11
H -3.537 -6.191 2.114 0.23 -0.04 0.03
H -1.803 -4.201 1.132 0.01 -0.24 0.45
H -0.397 -6.829 1.592 0.45 0.19 0.13
H 1.745 -7.797 0.947 -0.09 0.08 -0.28
H 3.412 -6.406 -0.325 -0.26 0.07 0.11
H 2.929 -3.978 -0.660 -0.08 -0.11 -0.04
H 0.897 -2.969 0.277 0.19 -0.35 0.13
H -2.825 -2.240 1.003 0.23 0.13 0.11
H -2.697 0.212 0.885 0.21 -0.06 0.19
H 1.654 2.350 1.546 -0.07 -0.02 0.23
H 3.112 3.461 3.243 -0.28 0.01 0.05
H 2.152 4.201 5.429 -0.32 -0.16 -0.39
H -0.298 3.932 5.849 0.13 -0.13 -0.29
H -1.718 2.718 4.188 0.21 -0.02 -0.10
H 1.311 0.056 2.488 -0.41 -0.17 0.21
H 1.126 -2.433 2.662 -0.32 0.31 -0.02
```
Positions in Å, forces in eV/Å.

***

Number 1 is which compound?
C33H25Cl3N2OS5Ti